Entry 1:
15
Properties=species:S:1:pos:R:3:forces:R:3 method="wB97M-V/def2-TZVPD" largest_force_ev_per_a=5.633 orbital_gap_ev="10.38 / 3.73" lumo_ev="-0.57 / -2.93" mol_weight_g_mol=146.38
C -0.9625 -1.0427 0.0606 0.80 0.38 -0.58
C 0.2403 -0.1712 0.4071 0.46 0.53 0.62
O 1.4385 -0.8252 -0.0623 -1.28 -0.79 -0.07
C 2.5830 -0.2233 0.0949 1.35 1.05 -0.86
O 2.6818 0.9169 0.6470 -0.69 -0.10 0.51
O 3.6201 -0.7455 -0.4229 -0.48 -0.54 0.31
O -2.1251 -0.4686 0.5159 0.48 -0.51 -0.26
Mg 4.6599 0.7964 0.3270 0.44 0.20 -0.02
H -0.7915 -2.0450 0.5097 -0.53 0.21 -0.03
H -0.9534 -1.2012 -1.0424 -0.46 -0.15 0.45
H 0.3159 -0.0326 1.4945 -0.08 0.06 -0.31
H 0.1579 0.8126 -0.0747 0.01 -0.26 0.17
H -3.2235 0.6365 -0.4511 -3.59 3.45 -2.62
O -3.9953 1.3519 -1.0473 3.26 -3.60 2.49
H -3.6459 2.2411 -0.9560 0.29 0.06 0.20


Entry 2:
9
Properties=species:S:1:pos:R:3:forces:R:3 method="wB97M-V/def2-TZVPD" relative_energy_kcal_mol=45.3 largest_force_ev_per_a=3.755 orbital_gap_ev="5.35 / 3.35" lumo_ev="-2.55 / -3.66" mol_weight_g_mol=124.97
C 0.6711 1.2508 -0.5642 -1.58 1.48 -3.07
N -0.0689 -0.7883 0.4311 2.44 1.98 -0.66
N 0.8886 0.0445 0.1067 -1.45 -3.16 1.17
Br -2.6649 -3.3235 1.3749 0.59 0.60 -0.23
H 1.3659 1.4589 -1.4624 -0.72 -1.59 0.90
H -0.3591 1.5044 -0.9446 0.68 -0.70 0.55
H 1.0175 2.1589 -0.1280 0.28 0.37 1.86
H 0.2366 -1.7195 0.8406 -0.75 1.39 -0.46
H -1.0867 -0.5862 0.3458 0.50 -0.38 -0.07


Entry 3:
64
Properties=species:S:1:pos:R:3:forces:R:3 method="wB97M-V/def2-TZVPD" relative_energy_kcal_mol=71.2 largest_force_ev_per_a=0.174 total_charge=-1 s2=6.12 orbital_gap_ev="4.93 / 5.92" lumo_ev="2.46 / 2.45" mol_weight_g_mol=526.75 spin_multiplicity=5
Cr 0.4976 -0.4672 -0.7636 -0.03 0.01 0.07
C 3.6200 -1.2832 2.2355 0.01 0.00 0.00
C 2.3502 -1.0510 1.4790 -0.03 0.01 0.09
N 2.3206 -0.6868 0.1837 0.00 -0.08 -0.08
N 3.4590 -0.5406 -0.5393 0.05 0.06 -0.06
C 3.4089 -0.1878 -1.8181 0.03 -0.01 0.10
N 4.6500 -0.0631 -2.4393 -0.03 -0.03 -0.03
S 1.9751 0.1320 -2.6470 0.03 0.07 -0.02
C 1.0584 -1.2626 2.0424 0.02 0.01 0.06
C 0.8643 -1.6428 3.3858 0.09 0.05 -0.04
C -0.2776 -2.1978 4.0221 -0.10 -0.04 -0.01
C -1.4963 -2.5561 3.5259 0.03 0.01 0.05
C -1.8204 -2.4003 2.0860 0.03 -0.01 -0.03
N 0.0585 -1.0684 1.1226 -0.06 0.02 -0.07
H 4.4487 -0.6816 1.8523 -0.01 0.03 -0.01
H 3.9322 -2.3331 2.2158 0.01 0.00 -0.02
H 3.5084 -0.9949 3.2795 -0.01 -0.03 0.00
H 4.3577 -0.6162 -0.0838 -0.01 -0.01 0.00
H 5.2635 -0.8528 -2.2879 0.01 0.02 0.00
H 4.5380 0.1235 -3.4244 0.01 -0.01 0.01
H 1.7396 -1.5794 4.0165 0.00 0.00 0.00
H -0.1415 -2.3614 5.0879 -0.01 0.00 0.00
H -2.2675 -2.9215 4.1900 0.00 -0.01 0.00
H -2.9000 -2.3155 1.9254 0.00 0.02 0.00
C 2.1964 2.7030 0.2281 -0.08 0.01 0.01
Si 0.4872 1.8855 -0.0157 0.09 0.10 0.07
C -0.3757 2.1495 1.6787 -0.02 -0.01 -0.05
C -0.4909 3.0003 -1.2159 -0.01 -0.12 0.01
C -0.3260 4.3771 -1.3707 0.00 0.04 -0.01
C -1.1179 5.1002 -2.2524 -0.04 -0.02 -0.04
C -2.0971 4.4482 -2.9947 0.05 0.03 0.03
C -2.2721 3.0787 -2.8498 -0.02 0.02 -0.02
C -1.4789 2.3389 -1.9719 0.06 -0.08 0.07
Si -1.6525 0.4590 -1.6723 -0.07 -0.07 -0.14
C -2.1757 -0.3191 -3.3331 -0.04 0.10 0.07
C -3.2823 0.3726 -0.6356 0.02 0.01 0.01
H 2.1113 3.7438 0.5576 0.01 0.01 0.00
H 2.7739 2.6859 -0.6998 -0.01 -0.01 -0.01
H 2.7633 2.1613 0.9912 0.00 -0.02 0.00
H -0.3151 3.1916 2.0073 0.02 0.01 0.00
H 0.0803 1.5233 2.4537 0.02 0.00 -0.01
H -1.4415 1.9021 1.6119 0.03 0.00 0.01
H 0.4382 4.8969 -0.8004 0.00 0.01 0.01
H -0.9728 6.1688 -2.3678 0.00 0.00 0.00
H -2.7150 5.0085 -3.6879 0.00 0.00 0.00
H -3.0354 2.5794 -3.4400 0.00 0.00 0.00
H -3.0844 0.1370 -3.7408 0.00 -0.01 0.00
H -2.3577 -1.3893 -3.2078 0.00 -0.01 0.01
H -1.3797 -0.2112 -4.0733 0.02 0.00 0.01
H -4.0921 0.8408 -1.2039 0.00 -0.02 -0.02
H -3.2134 0.9299 0.3061 0.03 -0.02 -0.01
H -3.5994 -0.6530 -0.4128 -0.01 0.00 -0.01
N -1.2396 -1.0308 1.6550 -0.01 -0.01 0.00
C -1.2407 -3.4695 1.1641 -0.01 0.00 0.01
C -1.4724 -3.2229 -0.3410 0.03 0.00 -0.01
C -0.1771 -3.4438 -1.1421 -0.11 0.00 0.00
O 0.1459 -4.6036 -1.3930 0.01 -0.02 0.01
O 0.4806 -2.3976 -1.4759 0.02 0.03 -0.02
H -1.2760 -0.4157 2.4756 -0.01 0.00 -0.01
H -1.8163 -0.6149 0.9193 0.01 0.01 0.02
H -1.6933 -4.4132 1.4724 0.00 0.00 0.00
H -0.1767 -3.5649 1.3797 0.00 0.00 0.00
H -1.8323 -2.2082 -0.5289 0.00 -0.02 0.00
H -2.2247 -3.9158 -0.7201 0.00 0.00 0.00


The DFT total energy results, record by record, are as follows: -694.125219; -2724.484274; -3265.374669 hartree.